(1)
{
  "formula": "C32H49ClNO3PSTl",
  "method": "ωB97M-V/def2-TZVPD",
  "symbols": ["Tl", "P", "Cl", "C", "H", "H", "C", "C", "C", "H", "C", "H", "H", "C", "H", "H", "C", "H", "H", "C", "H", "H", "H", "H", "C", "C", "H", "C", "H", "H", "C", "H", "H", "C", "H", "H", "C", "H", "H", "H", "H", "C", "H", "C", "H", "H", "C", "H", "H", "C", "H", "H", "C", "H", "H", "H", "H", "C", "C", "H", "C", "H", "C", "H", "H", "C", "H", "H", "C", "H", "H", "H", "H", "O", "S", "O", "N", "C", "O", "C", "C", "C", "C", "C", "C", "H", "H", "H", "H"],
  "xyz": [[0.319140, 2.282710, 2.364973], [0.029717, 0.565760, -1.409601], [1.795153, 3.450360, 0.453952], [-2.173336, 0.524031, 0.604407], [-1.524209, -0.341549, 0.380896], [-2.540326, 0.638656, 1.671727], [1.856273, 0.811569, -1.635479], [-0.620751, 2.290583, -1.623822], [2.390267, 0.848506, -3.062413], [2.033547, 1.810148, -1.178119], [3.876121, 1.244356, -3.039973], [2.285125, -0.144269, -3.525421], [1.832642, 1.563027, -3.684852], [4.711197, 0.305343, -2.158309], [4.266318, 1.249241, -4.066973], [3.957687, 2.268621, -2.644656], [4.115116, 0.122133, -0.755071], [4.779489, -0.674428, -2.650110], [5.732261, 0.696016, -2.077083], [2.619427, -0.224499, -0.800958], [4.658622, -0.664729, -0.216964], [4.235292, 1.058105, -0.188870], [2.490444, -1.220442, -1.251351], [2.214687, -0.272074, 0.219788], [-0.640626, -0.523981, -2.785405], [-2.113114, 2.136716, -1.440703], [-0.196343, 2.799402, -0.735358], [-2.906560, 3.430124, -1.515553], [-2.557854, 1.318888, -2.029400], [-2.335096, 1.400551, -0.158292], [-2.418520, 4.414149, -2.599079], [-3.954082, 3.162846, -1.717105], [-2.894023, 3.938623, -0.534974], [-0.894517, 4.515161, -2.706742], [-2.836683, 4.085074, -3.561434], [-2.831898, 5.407705, -2.392934], [-0.212506, 3.151680, -2.828441], [-0.630800, 5.138134, -3.568452], [-0.495706, 5.005628, -1.809032], [-0.495285, 2.671136, -3.774794], [0.875052, 3.286472, -2.839482], [0.078199, -1.883110, -2.817343], [-1.678282, -0.705778, -2.446591], [-0.642387, -2.871208, -3.748940], [1.117110, -1.753335, -3.160081], [0.128440, -2.312152, -1.807132], [-0.851667, -2.304486, -5.159194], [-0.064882, -3.804395, -3.804006], [-1.620172, -3.116141, -3.307076], [-1.438196, -0.887469, -5.160244], [0.110647, -2.295273, -5.688455], [-1.513654, -2.970332, -5.725022], [-0.727312, 0.073883, -4.192469], [-1.402839, -0.470440, -6.175804], [-2.497293, -0.942182, -4.868813], [0.282283, 0.298611, -4.567434], [-1.282972, 1.018529, -4.178778], [-0.293379, -2.720881, 0.833736], [-1.594792, -2.365912, 0.644587], [0.476949, -2.566625, 0.064033], [-2.679935, -2.787902, 1.586473], [-1.950699, -1.917973, -0.301167], [-2.127113, -3.115637, 2.975769], [-3.473843, -2.032757, 1.640425], [-3.143082, -3.713553, 1.205626], [-0.921665, -4.043403, 2.919551], [-1.805918, -2.164508, 3.422572], [-2.899571, -3.556803, 3.613253], [0.203156, -3.459477, 2.043416], [-0.540556, -4.231983, 3.930197], [-1.216194, -5.016130, 2.507833], [0.789080, -2.744654, 2.648136], [0.916810, -4.264573, 1.795759], [2.370738, 2.379592, 5.299144], [2.210071, 0.949741, 5.185832], [3.366625, 0.097735, 5.147393], [1.155412, 0.555562, 3.947091], [0.034977, -0.125636, 4.295976], [-0.815657, -0.484075, 3.458167], [-0.046990, -0.228710, 5.768187], [-1.140984, -0.665895, 6.530151], [-1.090157, -0.507119, 7.912000], [0.044159, 0.071611, 8.527978], [1.132738, 0.502106, 7.760130], [1.045148, 0.354957, 6.376525], [-1.991351, -1.106066, 6.005176], [-1.923635, -0.828962, 8.535299], [0.077174, 0.190776, 9.611310], [2.034159, 0.946966, 8.188293]],
  "forces_ev_per_angstrom": [[-0.74, 0.31, -0.19], [1.14, -0.09, 0.28], [0.52, 0.39, 0.10], [-0.71, 0.07, 1.68], [-0.71, 1.37, 0.33], [0.52, -0.04, -1.35], [-0.34, 0.09, -0.22], [-0.14, -0.84, 0.41], [0.47, 0.11, -0.07], [-0.16, -0.60, -0.20], [-0.07, -0.02, 0.00], [0.07, 0.19, -0.01], [0.14, -0.22, 0.17], [-0.11, -0.03, -0.03], [0.06, 0.06, 0.17], [-0.04, -0.16, -0.11], [-0.09, 0.11, -0.02], [-0.01, 0.04, 0.02], [-0.06, -0.10, -0.03], [0.33, 0.13, -0.04], [0.00, 0.16, -0.04], [-0.05, -0.18, -0.07], [-0.01, 0.04, 0.09], [0.05, 0.02, -0.23], [0.04, 0.50, -0.08], [0.10, 1.80, -2.72], [-0.21, -0.17, -0.32], [-0.29, -0.33, 0.52], [0.07, 0.24, 0.26], [0.05, -1.38, 1.40], [0.02, -0.22, -0.15], [0.12, 0.26, 0.14], [0.12, -0.12, -0.20], [0.05, 0.02, 0.11], [0.14, 0.07, 0.05], [-0.05, -0.10, -0.07], [-0.34, 0.06, -0.06], [-0.02, 0.04, 0.10], [-0.04, 0.00, -0.09], [0.08, 0.21, 0.19], [-0.16, -0.04, 0.10], [-0.05, -0.10, 0.01], [0.19, -0.08, -0.07], [-0.03, 0.16, 0.09], [-0.27, 0.00, 0.07], [-0.02, 0.15, -0.30], [0.13, 0.05, 0.01], [-0.18, 0.12, 0.01], [0.15, 0.02, -0.05], [-0.04, 0.02, 0.12], [-0.04, 0.03, 0.07], [0.11, 0.04, 0.00], [-0.05, -0.25, -0.33], [-0.09, -0.11, 0.12], [0.10, 0.01, -0.05], [-0.25, -0.06, 0.08], [0.10, -0.26, 0.03], [-1.22, -0.15, -0.71], [1.46, -1.43, -0.67], [-0.51, 0.35, 0.38], [-0.05, -0.45, 0.46], [0.54, -0.40, 0.50], [0.04, 0.55, 0.27], [0.17, -0.05, 0.04], [-0.06, 0.25, -0.24], [0.17, -0.03, -0.34], [-0.21, -0.44, 0.00], [-0.08, 0.02, -0.08], [0.11, 0.21, 0.83], [-0.05, 0.02, -0.11], [-0.05, 0.00, -0.01], [-0.11, -0.12, -0.12], [-0.25, 0.31, -0.24], [0.13, -0.39, -0.04], [-2.25, -1.16, -1.37], [0.21, 0.36, 0.21], [1.41, 0.15, -0.06], [0.46, 0.51, -1.53], [0.81, 0.55, 1.40], [-0.88, -0.09, 0.98], [0.51, 0.04, -0.30], [0.52, 0.18, 0.22], [-0.04, -0.11, -0.34], [-0.28, -0.23, -0.23], [0.16, 0.07, 1.61], [0.18, 0.15, 0.26], [0.17, 0.08, -0.16], [-0.08, -0.06, -0.26], [-0.41, -0.10, 0.05]],
  "mulliken_charge": [0.713, 0.166, -0.621, -1.718, 0.289, 0.264, 0.827, 0.910, -0.953, -0.021, -0.952, 0.202, 0.229, -0.766, 0.387, 0.361, -0.855, 0.287, 0.403, -0.497, 0.397, 0.362, 0.271, 0.171, 0.359, -0.384, -0.287, -0.770, 0.345, 0.585, -0.670, 0.293, 0.321, -0.911, 0.312, 0.376, -0.318, 0.406, 0.370, 0.054, 0.108, 0.173, 0.587, -0.811, 0.291, -0.862, -0.799, 0.419, 0.335, -0.934, 0.316, 0.405, -0.326, 0.400, 0.366, 0.184, 0.075, -0.087, -0.099, 0.255, -1.071, 0.739, 0.089, 0.323, 0.339, -0.972, -0.282, 0.428, -0.797, 0.387, 0.377, 0.059, 0.436, -0.656, 1.095, -0.682, -0.513, 0.445, -0.633, 0.289, -0.350, -0.661, -0.413, -0.568, 0.043, 0.489, 0.378, 0.355, 0.393],
  "e_above_lowest_ev": 0.819,
  "homo_lumo_gap_ev": [7.082, 7.201],
  "e_lumo_ev": [2.446, 2.521],
  "charge": -1,
  "total_energy_ev": -78950.4755
}

(2)
{
  "formula": "C4H8O3",
  "method": "ωB97M-V/def2-TZVPD",
  "symbols": ["C", "C", "O", "C", "O", "C", "O", "H", "H", "H", "H", "H", "H", "H", "H"],
  "xyz": [[-1.192423, 0.859272, -1.055569], [-0.999961, 0.084257, 0.013178], [0.423612, -1.523983, -1.244661], [0.058085, 0.248666, 1.082218], [0.240616, -0.909242, 1.840261], [1.399970, 0.744725, 0.571402], [2.430552, 0.228611, 0.932925], [-0.092042, -0.800508, -1.642210], [-2.053413, 0.713476, -1.699592], [-0.519341, 1.672275, -1.315814], [-1.685664, -0.733188, 0.235382], [-0.227073, -2.219863, -1.091202], [-0.338189, 1.053056, 1.726567], [1.194690, -1.102972, 1.797182], [1.400962, 1.622662, -0.099938]],
  "forces_ev_per_angstrom": [[-0.20, 0.23, 0.41], [-0.40, 0.50, 0.07], [0.23, -0.37, -0.55], [-0.04, 0.22, -0.11], [0.02, -0.07, -0.04], [0.31, -0.10, 0.17], [-0.49, 0.21, -0.23], [0.37, -0.58, 0.11], [0.11, -0.03, 0.04], [-0.15, -0.05, 0.07], [0.04, 0.18, -0.04], [0.17, 0.01, -0.04], [0.19, 0.01, 0.09], [-0.18, -0.02, 0.03], [0.00, -0.13, 0.03]],
  "mulliken_charge": [-0.752, -0.613, -0.656, 0.430, -0.596, 0.125, -0.497, 0.395, 0.316, 0.201, 0.354, 0.321, 0.311, 0.363, 0.297],
  "e_above_lowest_ev": 2.519,
  "homo_lumo_gap_ev": 10.651,
  "e_lumo_ev": 0.748,
  "charge": 0,
  "total_energy_ev": -10418.4850,
  "smiles": "C=C[C@@H](O)C=O.O"
}

(3)
{
  "formula": "C6H4O2S2",
  "method": "ωB97M-V/def2-TZVPD",
  "symbols": ["C", "C", "C", "C", "C", "C", "H", "H", "H", "H", "O", "O", "S", "S"],
  "xyz": [[-2.997015, -0.267610, -0.169761], [-1.604947, 0.136312, -0.031933], [-0.610993, -0.854791, -0.063665], [0.821046, -0.664273, 0.035584], [1.501232, 0.539190, 0.124530], [2.882863, 0.495169, 0.167720], [-3.316121, -1.075728, -0.910988], [-0.840876, -1.819709, -0.057472], [1.409281, -1.562764, -0.083559], [3.502774, 1.626901, 0.123782], [-3.769628, 0.052297, 0.680582], [3.612240, -0.533063, 0.153295], [0.699926, 2.095487, 0.151515], [-1.289776, 1.832581, -0.119624]],
  "forces_ev_per_angstrom": [[-0.97, -1.94, 0.31], [4.04, -2.17, -1.27], [-0.64, 5.51, 0.59], [0.61, 2.09, -0.28], [-4.17, -2.98, -0.34], [7.17, 0.38, -0.60], [0.71, 0.98, 0.25], [-1.65, -3.90, -0.18], [0.25, 0.07, 0.25], [-1.80, -2.82, 0.26], [-1.11, 0.73, 0.34], [-2.43, 2.90, 0.23], [1.72, 1.07, 0.73], [-1.71, 0.07, -0.31]],
  "mulliken_charge": [-0.271, 0.581, -0.607, -0.216, 0.452, -0.101, 0.317, 0.466, 0.354, 0.141, -0.382, -0.509, -0.152, -0.072],
  "e_above_lowest_ev": 2.516,
  "homo_lumo_gap_ev": 6.048,
  "e_lumo_ev": -1.786,
  "charge": 0,
  "total_energy_ev": -32048.7135,
  "smiles": "O=CC1=CC=C(C=O)SS1"
}

(4)
{
  "formula": "C36H28AsF6N5O2PRu",
  "method": "ωB97M-V/def2-TZVPD",
  "symbols": ["Ru", "O", "C", "N", "C", "C", "C", "C", "C", "C", "N", "C", "O", "C", "C", "C", "C", "C", "N", "C", "C", "C", "C", "C", "N", "H", "H", "H", "H", "H", "H", "H", "H", "H", "H", "H", "H", "N", "C", "C", "C", "C", "C", "C", "P", "C", "C", "C", "C", "C", "C", "C", "C", "C", "C", "C", "C", "H", "H", "H", "H", "H", "H", "H", "H", "H", "H", "H", "H", "H", "H", "H", "H", "F", "As", "F", "F", "F", "F", "F"],
  "xyz": [[-0.120191, 0.276397, 1.095043], [2.086177, 3.667457, 0.929488], [1.243163, 2.816429, 0.834234], [1.454495, 1.432958, 1.033188], [2.676673, 0.828547, 1.017219], [3.919052, 1.435789, 0.720002], [5.049516, 0.673818, 0.778663], [5.004106, -0.695968, 1.161448], [3.828426, -1.315240, 1.448161], [2.620450, -0.573245, 1.342713], [1.375666, -1.012330, 1.593212], [1.076427, -2.250783, 2.162089], [1.654176, -3.291278, 1.968130], [-0.047885, -2.083517, 3.140182], [-0.362293, -3.092369, 4.020216], [-1.307718, -2.831967, 5.010108], [-1.870111, -1.576543, 5.075124], [-1.511518, -0.615651, 4.132543], [-0.630737, -0.865067, 3.168719], [-0.172623, 3.115476, 0.422236], [-0.543213, 4.396917, 0.094941], [-1.821282, 4.606669, -0.411885], [-2.653976, 3.520852, -0.590405], [-2.208356, 2.258341, -0.226403], [-0.998538, 2.060186, 0.287392], [3.964387, 2.485217, 0.478740], [6.004178, 1.126891, 0.545677], [5.926422, -1.258990, 1.219072], [3.792903, -2.359048, 1.717290], [0.145944, -4.042980, 3.933560], [-1.579183, -3.598182, 5.724109], [-2.597325, -1.321469, 5.832690], [-1.951233, 0.367449, 4.153769], [0.168271, 5.198850, 0.234720], [-2.151943, 5.604554, -0.667530], [-3.652985, 3.631479, -0.987636], [-2.846828, 1.394012, -0.331274], [-1.728875, -1.217913, 0.662779], [-1.892717, -1.754197, -0.667842], [-2.908933, -2.656570, -0.958700], [-3.016511, -3.164511, -2.240162], [-2.116201, -2.778617, -3.233737], [-1.110129, -1.880361, -2.938519], [-1.003464, -1.360517, -1.644821], [0.312160, -0.224911, -1.188928], [0.181556, 1.199093, -2.294272], [-0.940973, 1.411594, -3.089050], [-1.011370, 2.534607, -3.902771], [0.021516, 3.459242, -3.909839], [1.127318, 3.274519, -3.089322], [1.206476, 2.151927, -2.283060], [1.816123, -1.119206, -1.644245], [2.780693, -0.622610, -2.518957], [3.905851, -1.383232, -2.808634], [4.075143, -2.631085, -2.229326], [3.105532, -3.139960, -1.374586], [1.982877, -2.387531, -1.083134], [-2.567774, -0.679854, 0.902717], [-1.720846, -1.974734, 1.340405], [-3.609342, -2.946559, -0.184336], [-3.804577, -3.869321, -2.469331], [-2.203325, -3.183741, -4.232834], [-0.402972, -1.578578, -3.702283], [-1.758501, 0.702034, -3.086297], [-1.878955, 2.683521, -4.532402], [-0.035753, 4.328697, -4.551737], [1.927958, 4.002726, -3.078524], [2.070077, 2.017684, -1.640218], [2.652436, 0.336093, -2.998962], [4.645314, -0.999927, -3.499403], [4.959139, -3.214203, -2.453267], [3.223116, -4.119173, -0.929246], [1.223354, -2.803468, -0.435417], [-2.636231, 0.947611, 2.215902], [-4.406786, 0.804543, 2.301980], [-4.150574, -0.831261, 2.841275], [-4.316109, 0.174326, 0.652571], [-6.098698, 0.608313, 2.329465], [-4.524830, 2.399252, 1.665646], [-4.334685, 1.372597, 3.921878]],
  "forces_ev_per_angstrom": [[2.34, -1.94, -2.12], [-0.05, -0.22, 0.10], [-0.27, 0.76, -0.19], [-0.04, -1.09, 0.23], [-0.62, 0.25, -0.06], [0.43, -0.04, -0.05], [-0.14, 0.24, -0.01], [-0.10, -0.01, -0.01], [0.02, -0.02, 0.07], [-0.30, 0.06, 0.25], [0.08, 0.41, -0.15], [-0.06, 0.03, 0.57], [-0.04, 0.08, -0.09], [-0.03, 0.08, -0.04], [-0.03, -0.02, -0.02], [-0.01, -0.03, 0.03], [-0.01, -0.05, 0.07], [0.20, -0.03, 0.00], [-0.13, 0.39, 0.27], [0.16, -0.31, -0.04], [0.00, 0.12, -0.02], [0.00, 0.04, 0.02], [0.00, 0.06, -0.05], [0.11, 0.05, 0.15], [-0.55, 0.15, 0.80], [0.00, 0.00, -0.03], [-0.01, -0.02, 0.03], [0.00, 0.02, -0.02], [-0.03, -0.01, -0.01], [0.00, 0.01, 0.02], [0.00, 0.01, -0.02], [-0.01, 0.00, -0.02], [-0.02, 0.00, 0.00], [-0.02, 0.01, -0.02], [0.01, -0.01, 0.01], [0.01, 0.00, 0.01], [-0.02, 0.02, 0.05], [-0.28, 0.85, 0.10], [0.00, -0.09, 0.04], [-0.04, 0.00, 0.05], [0.04, 0.01, -0.03], [-0.03, -0.01, 0.04], [-0.01, -0.02, 0.03], [0.08, -0.01, -0.23], [-0.54, 0.38, 0.47], [0.20, 0.07, -0.02], [0.08, -0.04, -0.11], [-0.01, -0.01, 0.01], [-0.01, 0.02, -0.01], [0.02, -0.02, -0.01], [-0.10, -0.01, -0.02], [0.16, 0.07, 0.17], [0.01, -0.04, 0.03], [-0.01, 0.01, -0.01], [0.03, -0.01, -0.01], [-0.04, -0.01, 0.01], [-0.03, -0.07, -0.20], [-0.10, -0.14, -0.04], [0.08, -0.03, 0.01], [0.01, 0.01, -0.02], [0.00, 0.01, -0.01], [-0.01, 0.00, 0.01], [0.01, -0.02, 0.01], [0.01, 0.01, -0.01], [0.01, 0.01, 0.01], [0.00, 0.00, 0.01], [-0.01, 0.00, 0.00], [0.02, 0.01, -0.04], [0.02, 0.00, 0.00], [0.00, 0.01, 0.02], [-0.02, 0.00, -0.01], [-0.01, 0.01, -0.01], [0.01, -0.01, 0.03], [-0.27, 0.25, -0.04], [-0.20, -0.04, 0.15], [0.05, -0.15, 0.05], [0.01, -0.05, -0.12], [0.00, 0.00, -0.01], [0.00, 0.08, -0.03], [0.00, 0.01, 0.02]],
  "mulliken_charge": [-0.018, -0.582, -0.400, 0.434, 0.298, -0.849, -0.846, -0.676, -1.199, 1.222, 0.766, -0.033, -0.606, 0.026, -0.665, -0.497, -0.918, -0.451, 0.339, 0.656, -0.717, -0.681, -1.432, -0.357, 0.884, 0.543, 0.451, 0.463, 0.477, 0.562, 0.476, 0.466, 0.752, 0.590, 0.475, 0.604, 0.864, 0.538, -1.076, -0.325, -0.834, -0.884, 0.065, -0.140, 4.028, 0.358, -0.852, -0.901, -0.753, -1.141, -0.532, 0.634, -0.699, -0.806, -0.704, -0.731, -0.750, -0.196, 0.390, 0.562, 0.440, 0.474, 0.530, 0.467, 0.456, 0.442, 0.483, 0.655, 0.484, 0.493, 0.427, 0.522, 0.327, -0.460, 2.014, -0.490, -0.494, -0.458, -0.493, -0.488],
  "e_above_lowest_ev": 0.452,
  "homo_lumo_gap_ev": [5.697, 5.703],
  "e_lumo_ev": [-5.455, -5.458],
  "charge": 1,
  "total_energy_ev": -138346.8464
}